Entry 1:
61
Properties=species:S:1:pos:R:3:nbo_charge:R:1 method="wB97M-V/def2-TZVPD" total_charge=+1 fmax_ev_per_a=1.0 smiles="CCB(O)[C@@]1(C[C@@H](C)F)N(B(O)OC)C(N)=[NH+][C@]1(CCC(F)=C(F)F)N(C(C)=O)C(C)=O" relative_energy_kj_mol=0.0 homo_lumo_gap_ha=0.3367 homo_ev=-12.12 e_lumo_ev=-3.0
F -3.9389 -1.7810 1.6291 -0.312
F -5.4620 -0.3427 2.2626 -0.272
F 3.5792 -1.0323 1.0530 -0.356
F -5.3833 0.7497 -0.3150 -0.300
O -2.2848 2.9331 0.9865 -0.482
O -0.6566 -3.3239 0.6151 -0.917
O 1.3184 -3.7521 -0.6371 -0.695
O 1.2029 -1.7779 2.2497 -0.947
O 0.5275 2.6253 -2.0614 -0.551
N -0.4464 2.0133 -0.0435 -0.654
N 0.4313 -1.4961 -0.6948 -0.652
N 0.0265 -1.7020 -3.0432 -0.896
N -0.6020 0.1449 -1.7070 -0.586
C 0.2422 0.4992 2.8601 -0.851
C -4.6239 -0.6834 1.3099 0.677
C -1.7269 2.7607 -0.0572 0.723
C -1.9033 0.0585 0.3570 -0.481
C -3.1164 -0.0246 -0.5877 -0.460
C 3.1607 -0.6874 -0.2229 0.211
C 4.3467 -0.0351 -0.9290 -0.643
C -0.5779 0.5823 -0.2551 0.462
C -0.0641 -1.0366 -1.8431 0.706
C 0.5787 -0.3381 0.2272 -0.264
C 0.5304 2.7344 -0.8681 0.758
C -4.4086 -0.0353 0.1794 0.223
C 1.9855 0.2714 -0.1265 -0.469
C -2.2477 3.3295 -1.3513 -0.745
C 1.0412 -5.1518 -0.8262 -0.246
C 1.4499 3.6439 -0.1152 -0.731
C 1.4412 1.4239 3.2328 -0.591
B 0.3488 -2.9239 -0.2357 1.280
B 0.6583 -0.5852 1.8116 1.197
H -3.3089 3.5363 -1.2377 0.267
H 1.8774 0.7457 -1.1044 0.223
H 0.5503 -2.4854 2.3284 0.526
H 1.7993 4.4358 -0.7745 0.255
H 0.1108 -5.2911 -1.3751 0.178
H 2.2349 1.0232 0.6236 0.245
H -0.8397 0.7389 -2.4863 0.456
H 0.9957 -5.6613 0.1345 0.203
H -1.7356 4.2729 -1.5603 0.267
H -3.1965 0.8458 -1.2397 0.236
H 0.8636 -1.6520 -3.5959 0.434
H 1.8639 -5.5574 -1.4080 0.208
H 2.4030 1.0160 2.9153 0.208
H -3.0430 -0.9289 -1.1987 0.217
H -0.7342 -2.2601 -3.3874 0.424
H -1.7143 -0.9569 0.7120 0.224
H 1.4992 1.5424 4.3136 0.232
H 2.3042 3.0869 0.2668 0.258
H -0.6172 1.1025 2.5740 0.239
H 2.9136 -1.6118 -0.7482 0.179
H 5.0306 -0.7901 -1.3118 0.232
H 4.8914 0.5615 -0.1947 0.231
H 0.9265 4.0874 0.7332 0.251
H -2.1665 0.6327 1.2398 0.273
H 1.3002 2.4215 2.8170 0.208
H 4.0300 0.6157 -1.7441 0.210
H -0.0404 -0.0463 3.7652 0.247
H -1.5572 -3.1784 0.3065 0.513
H -2.0680 2.6941 -2.2168 0.223

***

Entry 2:
126
Properties=species:S:1:pos:R:3:mulliken_charge:R:1 method="wB97M-V/def2-TZVPD" total_charge=0 fmax_ev_per_a=2.6 relative_energy_kj_mol=157.1 homo_lumo_gap_ha=0.3462 homo_ev=-9.24 e_lumo_ev=0.2
O 0.2467 -0.6636 -1.6723 0.570
O 1.8937 4.9151 2.2976 -0.572
O 0.6716 -3.3462 -0.9375 -0.166
O -2.2826 1.7859 3.1972 -0.365
O 7.5624 -1.0797 0.5674 -0.532
O 1.6897 -4.1509 1.5340 -0.649
O -3.3306 2.5252 -1.3655 -0.693
O -4.2467 -3.9637 -1.8077 -0.540
O -3.2224 -3.2125 3.2970 -0.612
O 0.3875 2.6383 3.1757 -0.590
O 1.8027 0.0585 -3.8543 -0.424
O -2.2883 -2.7854 -5.2206 -0.639
O -3.6555 0.9739 0.9081 0.132
O 2.8676 4.3317 -4.1345 -0.497
C -3.7789 -3.0989 -0.7552 -0.799
C -1.0548 -2.0785 3.1981 -1.064
C 1.0982 1.8353 4.1553 0.216
C -2.5447 -1.9037 2.9824 1.782
C 0.4321 -5.6590 -1.4143 -1.702
C -6.0410 1.4484 1.1158 -1.534
C 5.1857 -0.8887 0.6468 -0.617
C -4.9468 0.4069 0.9930 0.221
C 2.6215 -0.7726 -4.7057 -0.308
C 0.5699 0.0706 -0.5018 -0.006
C 3.0916 4.4546 1.5599 -0.645
C -2.7338 -2.1462 -1.3321 0.726
C 6.4330 -0.9080 1.4660 -0.403
C -0.0814 -4.2771 -1.7068 0.607
C 2.8481 -2.1100 -4.0483 -0.876
C -2.9079 2.3437 4.4080 -0.163
C 1.8021 2.6546 5.2178 -1.331
C 2.5870 -2.5892 3.1099 -0.832
C -4.1105 1.5532 4.7606 -0.881
C -1.4204 -1.8397 -4.5421 1.690
C -2.1147 2.1298 -3.3615 -1.321
C -2.2274 1.7975 -1.8970 1.593
C 2.7193 -3.1849 1.7269 0.583
C 1.3114 4.2963 -2.3468 -0.761
C 2.4856 5.0092 -2.9371 -0.369
C -0.3669 -0.2778 0.6244 1.545
C 2.7396 4.1083 0.1174 -0.163
C -1.2307 -0.6599 -5.4304 -1.027
H 3.5945 4.8341 -4.5214 0.294
H -2.1892 2.3028 5.2441 0.277
H -2.4821 -1.3105 -0.6829 -0.909
H 0.7574 -0.3235 -2.4525 -0.297
H 1.6135 -0.1625 -0.2180 0.474
H -0.8412 -2.2619 4.2451 0.488
H 3.6504 3.8416 -0.4191 0.397
H -5.1236 -0.1907 0.1060 0.144
H 4.9850 -1.8846 0.2458 0.261
H 0.9729 4.7835 -1.4340 0.600
H 2.2205 -0.8504 -5.7199 0.341
H -3.3258 1.2751 1.7871 0.005
H -1.8909 -1.5349 -3.6028 -0.872
H 2.5954 -2.3856 0.9736 -0.467
H -1.2355 1.6730 -3.8142 0.050
H -3.8827 0.4887 4.6894 0.093
H -4.8605 -4.6022 -1.4234 0.305
H -0.1065 0.3029 1.5046 -0.289
H -6.0404 2.1146 0.2433 0.339
H 0.4874 4.3640 -3.0648 0.432
H -3.2802 -3.6613 0.0555 0.392
H -0.5816 -1.1104 2.9334 0.003
H 4.3184 -0.6909 1.2884 0.036
H 2.3293 5.0067 -0.3520 0.075
H -4.0484 -3.0533 3.7559 0.314
H 3.7057 -3.6441 1.5631 0.335
H 1.7984 1.1536 3.6592 0.117
H 1.9335 -2.6866 -3.8884 0.064
H 0.0113 -6.4216 -2.0709 0.424
H 1.5441 -2.3391 3.3148 -0.011
H -0.7861 -0.9003 -6.3968 0.366
H 6.3899 -1.7186 2.2083 0.286
H -1.3425 2.0393 3.1964 0.078
H -0.0201 -4.0955 -2.7885 0.083
H 1.9839 3.3298 0.0892 -0.196
H 0.3153 -5.9243 -0.3663 0.360
H -2.1993 -0.1974 -5.6189 0.333
H 1.5041 -5.6848 -1.6574 0.350
H -0.4585 -2.3100 -4.3087 -0.334
H 1.8766 5.8732 2.3032 0.261
H -2.9767 -1.2152 3.7113 -0.594
H -5.9309 2.1319 1.9636 0.268
H -2.8222 -1.6772 1.9514 -0.569
H 3.4065 -2.0540 -3.1199 0.213
H 1.4044 -4.0788 0.5857 0.383
H -2.2852 0.7128 -1.7427 -0.517
H 3.4344 -2.7139 -4.7584 0.420
H -0.3182 -1.3566 0.8073 0.141
H -3.0427 1.8584 -3.8605 0.404
H 3.2057 -1.7099 3.2947 0.284
H 1.4889 3.2324 -2.1905 -0.121
H 1.7035 0.9356 -4.2539 0.136
H 6.5556 0.0323 2.0351 0.263
H -1.8187 -2.6334 -1.6827 -0.286
H -1.3988 -0.0799 0.3229 -1.255
H 3.6214 -0.3164 -4.8041 0.317
H -3.4528 2.1322 -0.4720 0.357
H 2.2100 6.0538 -3.1562 0.304
H -3.1401 3.4092 4.2461 0.287
H -2.8314 -3.2333 -4.5641 0.328
H -4.9295 -0.1966 1.9114 0.260
H -4.4365 1.7492 5.7833 0.409
H 0.3452 1.1963 4.6281 0.308
H 2.5173 3.3595 4.7936 0.263
H -2.0044 3.2145 -3.4455 0.390
H 3.4393 3.5649 2.0969 0.251
H -0.5906 -2.8026 2.5367 0.251
H 3.8502 5.2382 1.6077 0.535
H -1.3389 2.1510 -1.3447 -0.185
H 8.3497 -1.3137 1.0672 0.290
H -0.5807 0.0835 -4.9639 -0.097
H -1.1477 -4.1860 -1.4472 0.242
H -7.0352 0.9985 1.2013 0.417
H -4.9585 1.7913 4.1192 0.093
H 3.3436 5.0962 -2.2519 0.285
H 1.1260 3.2124 5.8656 0.292
H 2.3731 1.9940 5.8911 0.408
H -3.1644 -1.7552 -2.2715 0.468
H 5.2089 -0.1698 -0.1655 0.427
H 0.5560 1.1485 -0.7158 -0.453
H -4.6069 -2.5215 -0.3215 0.389
H 0.4545 -2.4166 -1.2179 -0.054
H 2.8673 -3.3482 3.8524 0.356
H 0.9961 3.3035 2.7847 0.109

***

Entry 3:
21
Properties=species:S:1:pos:R:3:nbo_charge:R:1 method="wB97M-V/def2-TZVPD" total_charge=-1 fmax_ev_per_a=3.5 relative_energy_kj_mol=157.9 homo_lumo_gap_ha=0.2648 homo_ev=-3.71 e_lumo_ev=3.5
O 2.7817 -1.6518 0.7231 -0.801
O 2.4193 -0.0207 2.2938 -0.765
C -2.3522 -1.0629 -0.5934 -0.613
C 2.5451 -0.5006 1.1711 0.779
C 2.5997 0.5467 -0.0567 -0.550
C -2.4104 0.3869 -0.0661 -0.406
C -1.6695 0.4432 1.2769 -0.620
C 1.8453 0.1454 -1.4038 -0.603
H 2.4080 1.5479 0.4062 0.185
H -3.2861 -1.6307 -0.3263 0.193
H -1.7781 1.3953 1.8756 0.198
H -2.0924 0.9163 -0.8865 0.201
H 2.0780 0.9163 -2.2207 0.165
H -3.4628 0.8910 -0.0586 0.174
H -2.2185 -1.0690 -1.6719 0.197
H 3.5830 0.9102 -0.3005 0.190
H 0.7838 0.0771 -1.3687 0.186
H 2.3140 -0.7451 -1.7894 0.216
H -1.4352 -1.5532 -0.1799 0.229
H -0.6117 0.3608 1.1675 0.242
H -2.0413 -0.3032 2.0082 0.202

***

Entry 4:
14
Properties=species:S:1:pos:R:3:nbo_charge:R:1 method="wB97M-V/def2-TZVPD" total_charge=+1 s_squared=0.769 fmax_ev_per_a=2.1 spin_multiplicity=2 relative_energy_kj_mol=51.7 homo_lumo_gap_ha="0.4597 / 0.2360" homo_ev="-16.05 / -15.62" e_lumo_ev="-3.5 / -9.2"
O 0.8349 -0.6454 1.3290 -0.394
N -0.5633 0.2311 -0.1817 -0.323
N 0.6407 1.8138 -1.6159 -0.612
C -0.8315 -2.1583 0.5624 -0.721
C 0.2773 1.4428 -0.2800 -0.125
C -0.1465 -0.8368 0.6375 0.633
H 1.0789 1.0241 -2.0811 0.386
H -0.3512 2.2290 0.1647 0.249
H -0.2302 -2.9271 1.0303 0.282
H -1.2152 0.0794 -0.9395 0.425
H -1.8391 -2.1867 0.9761 0.274
H -0.1578 2.1091 -2.1848 0.393
H -0.9364 -2.4108 -0.4997 0.245
H 1.1742 1.3798 0.3327 0.288